No. 1
Here is C32H53AlBeBr4ClF3N3O9 as an isolated structure from OMol25. Energies are from wB97M-V/def2-TZVPD.

Geometry as XYZ:
```
107
Properties=species:S:1:pos:R:3:forces:R:3
C 5.8448 3.5778 1.5674 -0.01 0.21 0.27
C 5.7681 2.0372 1.2606 0.98 0.48 0.21
C 5.5325 1.7059 -0.2658 -0.16 0.39 0.55
C 4.2440 0.8340 -0.5059 -0.06 0.65 -0.62
C 4.4929 -0.5920 -1.0946 -0.29 -0.11 1.04
C 3.1328 -1.3272 -1.5232 0.75 0.61 1.18
C 2.3882 -1.6109 -0.2007 -1.00 -1.44 1.67
C 1.4240 -0.6378 0.4247 1.30 0.17 -1.28
C 1.1112 0.7080 -0.3110 -1.05 -1.19 0.53
N 0.7940 -0.8299 1.5861 1.27 -0.02 -1.96
N 1.0432 -1.9535 2.2104 -0.06 -2.59 1.86
C 0.3518 -2.1173 3.5383 -0.73 1.36 1.32
C -0.5872 -0.9095 3.8827 -0.91 0.04 0.05
C -1.9615 -0.9525 3.0644 1.33 0.23 0.19
C -3.2149 -0.5443 3.9342 0.79 -1.04 -1.12
C -4.4838 -1.3252 3.3761 0.21 1.22 0.38
C -5.5365 -0.2700 2.8355 -0.02 -0.77 -0.27
C -5.4892 -0.1952 1.2537 -1.29 -0.83 0.48
C -6.9911 -0.2686 0.7361 1.50 0.35 0.00
O -7.0801 -0.5529 -0.6667 -0.15 1.13 0.25
C -6.4573 0.4502 -1.4282 -0.05 0.07 -0.27
C -7.2611 1.7438 -1.8241 0.06 -1.41 -0.07
O -5.3364 0.2885 -1.8028 -0.19 0.05 0.02
C 1.8340 -2.9929 1.8330 1.11 0.67 -2.35
Br 1.9808 -4.5861 2.9479 -0.11 1.54 -0.98
C 2.5703 -2.8711 0.5595 -1.09 1.65 0.01
C 3.4940 -3.9970 0.0267 0.21 -0.52 0.60
F 2.8159 -5.2490 0.1476 0.16 1.15 -0.24
C 4.8575 -4.1447 0.7961 0.70 -0.43 -0.98
C 6.0829 -3.6296 -0.1011 -0.53 -0.08 0.45
H 4.9660 4.1537 1.1683 0.68 -0.68 0.36
H 6.7676 4.0597 1.1502 -0.73 -0.56 0.16
H 5.8757 3.7630 2.6762 -0.13 -0.23 -1.03
H 5.0100 1.5928 1.9465 0.44 0.23 -0.77
H 6.7652 1.6056 1.5621 -0.96 0.30 -0.17
H 6.4596 1.2338 -0.6725 -0.82 0.19 0.14
H 5.4083 2.6880 -0.8021 0.13 -1.02 0.39
H 3.6791 0.7896 0.4693 0.51 -0.12 -0.93
H 3.5996 1.4160 -1.2246 0.62 -0.68 0.61
H 4.9116 -1.2198 -0.2540 -0.03 0.58 -0.91
H 5.2435 -0.5707 -1.9243 -0.85 -0.02 0.53
H 3.4104 -2.2563 -2.0792 -0.53 0.73 0.61
H 2.5495 -0.6786 -2.2569 0.62 -0.85 1.16
H 1.2099 1.5705 0.3880 0.27 -0.65 -0.61
H 0.0225 0.6378 -0.5877 0.97 0.22 0.19
H 1.6863 0.7998 -1.2538 -0.43 0.13 0.92
H -0.2647 -3.0449 3.5797 0.69 0.57 -0.41
H 1.1379 -2.1783 4.3309 -0.50 -0.07 -0.80
H -0.8941 -0.9938 4.9648 0.64 -0.24 -0.94
H -0.0893 0.0862 3.7925 -0.26 -1.00 -0.05
H -1.8293 -0.2738 2.1733 -0.35 -0.64 0.73
H -2.0404 -1.9952 2.6562 -0.27 0.84 0.39
H -3.0183 -0.8426 4.9962 -0.27 0.47 -0.88
H -3.3163 0.5728 3.8475 -0.11 -1.08 0.39
H -4.2156 -2.0135 2.5307 -0.11 0.65 0.86
H -4.8746 -1.9687 4.1998 -0.05 0.64 -0.71
H -6.5518 -0.5835 3.2102 0.78 0.43 -0.63
H -5.3505 0.7566 3.2412 -0.05 -0.83 -0.06
H -4.9541 -1.0527 0.7754 -0.28 0.67 0.52
H -4.9788 0.7553 0.9119 -0.83 -1.40 0.17
H -7.5374 -1.0255 1.3552 0.21 0.71 -1.01
H -7.4166 0.7692 0.9116 -0.49 -1.21 0.15
H -8.1672 1.4222 -2.3973 0.55 0.39 0.70
H -7.6045 2.2804 -0.8904 -0.11 -0.36 -1.54
H -6.6108 2.3545 -2.4912 -0.48 -0.27 0.82
H 3.7026 -3.8552 -1.0649 -0.41 -0.13 1.10
H 5.0304 -5.2479 0.9108 -0.50 0.97 0.03
H 4.8624 -3.7106 1.8229 -0.15 -0.12 -0.88
H 6.6571 -2.8684 0.4807 -0.24 -0.66 -0.75
H 6.7229 -4.5000 -0.3868 -0.37 0.85 0.41
H 5.7197 -3.1830 -1.0615 0.37 -0.22 0.90
Cl 1.9326 -1.0835 -4.1178 -0.58 -0.12 -0.93
Br -1.1417 -1.8788 -1.2505 0.33 -0.13 0.32
C -2.3922 -1.1462 -2.5622 -0.41 -0.31 -0.61
C -1.6633 -0.6421 -3.7766 0.20 0.23 -0.08
Br -0.8009 1.0581 -3.4076 -0.16 0.03 -0.01
H -2.9656 -0.3774 -2.0513 0.11 -0.06 0.10
H -3.0550 -1.9725 -2.8228 0.05 -0.01 0.06
H -2.3632 -0.4453 -4.5884 -0.08 -0.09 0.13
H -0.8855 -1.3198 -4.1298 0.07 0.05 0.06
Be -3.9632 2.2477 0.8722 0.27 0.91 -0.05
C 0.3624 4.3572 3.0556 0.03 0.80 0.01
C -0.0239 3.2807 4.0271 -0.11 -0.20 -0.07
O 0.8124 2.2045 3.6569 0.02 0.46 0.30
C 1.9426 2.7789 3.1291 1.10 0.29 -0.44
O 2.9656 2.2041 2.9583 -0.51 -0.19 -0.03
O 1.7387 4.0877 2.8352 -1.48 -1.77 -1.06
F -1.3238 2.9019 3.8550 -0.24 -0.18 0.05
H -0.1785 4.2820 2.1072 -0.10 -0.17 0.08
H 0.2208 5.3579 3.4622 0.33 -0.02 -0.02
H 0.1490 3.5364 5.0743 -0.19 -0.06 -0.02
F 3.0746 5.1440 3.8375 0.98 0.94 1.09
Br -0.8727 -4.5014 -0.4375 -0.10 0.41 -0.12
C -8.7953 1.7899 -5.2735 -0.20 -0.13 -0.26
O -9.2799 0.7921 -5.7853 0.04 -0.01 0.04
O -9.3573 2.5054 -4.4143 -0.01 0.08 0.16
O -7.6588 2.2468 -5.5226 0.17 0.05 0.04
C 2.7346 1.6599 -6.7760 0.23 0.14 0.43
C 3.2561 2.1540 -5.4833 -0.24 -0.28 -0.49
N 3.6583 2.5312 -4.4768 -0.03 0.02 0.00
H 1.7288 2.0450 -6.9403 0.05 -0.01 0.04
H 3.3811 1.9926 -7.5877 -0.02 0.02 0.06
H 2.7021 0.5705 -6.7670 -0.02 0.05 0.11
O 1.6832 -3.5431 -6.3270 0.14 0.00 -0.01
H 2.5008 -3.5928 -6.8334 -0.09 -0.03 0.01
H 1.8800 -2.9058 -5.6225 -0.09 0.08 0.04
Al -6.9689 2.7232 0.9503 0.65 1.08 0.97
```
Forces are in eV/Å.

Calculated total energy (eV): -364757.985
Charge: +1
Molecular weight (g mol⁻¹): 1071.85

No. 2
Here is C32H54ClCsF19LiN3NaO21PS3Si as an isolated structure from OMol25. Energies are from wB97M-V/def2-TZVPD.

Geometry as XYZ:
```
138
Properties=species:S:1:pos:R:3:forces:R:3
C 1.9123 -1.0439 4.3691 -1.15 -0.31 -0.05
C 1.1294 0.2250 4.6454 1.55 -0.01 0.00
O 1.6272 1.2694 4.9656 -0.86 -0.43 -0.29
O -0.2621 0.0901 4.4947 0.64 0.51 -0.99
C -0.8816 1.1873 3.9219 -0.93 1.31 0.92
O -1.8272 1.6702 4.4918 0.24 -0.61 -0.29
C -0.4024 1.8337 2.6201 -0.17 -0.72 0.09
C -0.0603 0.8419 1.4571 0.70 1.71 0.27
C -1.2415 -0.1533 1.3858 0.75 -0.96 -0.92
C -0.9772 -1.5179 2.0725 -0.62 0.59 0.95
O -1.6234 -2.6086 1.3967 -0.04 -0.10 -0.34
C -0.8905 -2.9826 0.2755 0.26 0.48 0.61
C -1.3480 -4.3405 -0.2845 1.61 0.70 0.70
F -2.5281 -4.7786 0.2066 -0.25 0.39 -0.59
F -0.4228 -5.2480 0.1213 -0.15 -0.27 -0.21
C -1.3060 -4.3563 -1.8373 -0.60 -1.86 0.54
F -1.1378 -5.6439 -2.2188 -0.25 0.04 -0.19
F -0.2170 -3.7047 -2.2793 -0.29 0.68 -0.05
C -2.6207 -3.8852 -2.5234 1.26 0.65 -0.66
F -3.5656 -4.8112 -2.4661 -0.23 0.04 0.66
F -2.3257 -3.7477 -3.8601 0.11 0.35 0.06
C -3.1699 -2.5134 -2.0927 -2.14 -0.08 -0.96
F -3.6207 -2.4774 -0.8527 0.73 0.07 0.39
F -2.2624 -1.5011 -2.3440 0.12 -0.34 0.58
O 1.2357 0.3079 1.6856 -1.20 -0.14 -0.75
P 2.5003 1.2821 0.9786 1.89 0.36 0.31
F 3.4616 0.8274 2.3205 -0.09 0.32 -0.36
Si 3.5762 -0.3783 -0.0736 -0.18 -0.57 0.84
C 5.3284 -0.4980 0.6342 -0.17 0.56 -0.54
C 2.5995 -1.9945 0.0778 0.16 -0.56 -0.82
C 3.7917 0.2015 -1.8834 -0.62 -1.53 1.32
O 1.4546 1.7266 -0.3813 -1.20 -1.25 0.18
C 0.1684 1.8431 0.2135 -0.29 1.67 0.63
C -0.9894 2.1336 -0.7732 0.47 -0.32 -0.36
C -0.6095 2.1127 -2.2759 -0.37 0.53 0.00
C 0.2018 3.3256 -2.6891 0.31 -0.51 0.90
O -0.1110 4.4627 -2.4339 -0.01 -0.02 -0.68
O 1.3684 3.1112 -3.4259 -0.15 -0.29 0.09
H 2.3136 -0.9915 3.3520 0.07 0.37 0.30
H 1.2021 -1.8821 4.3619 0.37 0.02 0.35
H 2.7105 -1.1960 5.0959 -0.20 0.06 -0.06
H -1.2324 2.4629 2.2669 -0.01 -0.24 0.35
H 0.4115 2.5211 2.8739 0.14 -0.41 -0.18
H -1.4734 -0.3676 0.3265 0.07 0.08 0.23
H -2.1562 0.2997 1.7832 0.23 -0.01 -0.09
H -1.4464 -1.5041 3.0608 0.14 -0.13 -0.20
H 0.0894 -1.7145 2.2449 -0.17 -0.01 -0.40
H 0.1586 -3.1028 0.5915 -0.16 -0.22 -0.45
H -0.8798 -2.1848 -0.4883 -0.17 -0.28 0.01
H -4.0347 -2.2960 -2.7391 0.25 -0.10 -0.07
H 2.1856 2.4688 1.6925 -0.54 -0.36 -0.03
H 3.5514 2.1372 0.3385 0.35 -0.03 -0.11
H 6.0357 -0.9358 -0.0847 -0.12 -0.20 0.34
H 5.6549 0.5456 0.7824 -0.08 -0.25 0.08
H 5.3543 -0.9795 1.6148 0.05 -0.06 -0.26
H 2.4495 -2.2896 1.1231 0.08 0.23 -0.14
H 3.0754 -2.8433 -0.4440 -0.05 0.16 0.21
H 1.6076 -1.8779 -0.3911 0.24 0.16 0.19
H 3.9144 1.3439 -1.8845 -3.21 -6.33 5.34
H 4.7520 -0.2202 -2.3222 -1.09 0.31 0.44
H 2.9105 -0.1130 -2.5210 0.89 0.59 0.49
H 0.2624 2.7971 0.7528 -0.21 -0.17 -0.15
H -1.3417 3.1529 -0.5817 -0.19 -0.30 0.02
H -1.8545 1.4711 -0.6960 0.16 0.10 0.30
H -0.1463 1.1797 -2.5974 0.45 0.20 0.11
H -1.5759 2.2186 -2.7976 0.28 0.07 -0.04
H 2.0934 3.6095 -3.0037 -0.56 0.29 0.05
C -3.9130 2.0229 -5.8187 0.32 0.14 -0.10
N -3.5970 0.5477 -5.8712 -0.13 -0.02 0.02
C -2.4876 0.2865 -4.9070 -0.67 0.20 -0.36
C -3.1409 0.1848 -7.2485 -0.05 0.00 0.08
C -4.7900 -0.2978 -5.4406 -0.09 0.20 0.06
C -6.0263 -0.1969 -6.3117 -0.24 0.28 -0.32
O -6.5109 1.1359 -6.3318 0.19 -0.05 -0.07
H -2.9695 2.5680 -5.8740 0.04 -0.10 0.10
H -4.5200 2.2895 -6.6750 -0.18 -0.10 0.11
H -4.4190 2.2403 -4.8804 -0.04 0.01 -0.03
H -1.6129 0.8791 -5.2079 -0.08 0.02 0.02
H -2.2476 -0.7844 -4.9382 -0.44 0.05 -0.37
H -2.8246 0.5826 -3.9085 -0.04 0.03 0.02
H -3.9263 0.4310 -7.9576 0.00 0.00 0.02
H -2.9224 -0.8820 -7.2728 0.03 0.02 -0.03
H -2.2468 0.7627 -7.4762 0.00 -0.03 0.02
H -5.0225 0.0177 -4.4215 0.00 0.05 -0.01
H -4.4404 -1.3322 -5.4236 -0.02 0.01 -0.03
H -6.7996 -0.8456 -5.8902 0.26 -0.24 0.09
H -5.8246 -0.5313 -7.3337 0.08 -0.18 0.07
H -7.1651 1.2067 -7.0351 -0.10 0.05 0.14
N -3.9654 -7.0958 1.2438 2.78 2.26 -0.58
H -3.4236 -6.2633 0.9729 0.10 -0.36 0.28
H -4.6469 -7.3431 0.5114 -0.52 -0.41 0.49
H -3.3356 -7.8791 1.3886 -0.17 -0.14 0.05
H -4.4766 -6.9159 2.1033 -0.40 -0.31 -0.11
C -0.0044 5.9679 2.3017 -0.48 -0.22 0.07
C 0.7027 7.2564 1.9703 0.25 0.08 0.50
O 2.0238 6.8261 1.6988 -0.43 -0.20 -0.37
C 1.9254 5.5488 1.2246 0.34 -0.32 0.05
O 2.7917 4.9741 0.6588 -0.06 0.08 -0.14
O 0.6972 5.0262 1.4852 0.15 0.41 -0.04
F 0.7236 8.0987 3.0304 0.01 0.09 -0.09
H 0.1052 5.6925 3.3519 0.12 0.16 0.01
H -1.0631 5.9914 2.0522 0.06 -0.16 -0.16
H 0.3036 7.7803 1.0987 0.01 0.12 0.09
Cl -6.0260 -8.4388 1.4263 -1.87 -1.24 0.02
O -7.1714 1.8569 -1.1174 0.42 -0.16 -0.01
C -5.9224 2.0265 -1.2514 -1.66 1.76 -1.85
C -5.0940 1.0797 -0.0825 1.45 -1.84 2.05
O -3.8348 1.2792 -0.2130 -0.28 -0.02 -0.37
H -5.5201 3.0492 -1.0998 0.07 -0.09 0.74
H -5.4557 1.7041 -2.2181 0.19 -0.84 0.10
H -5.4680 0.0500 -0.2505 -0.02 0.08 -0.84
H -5.5563 1.3522 0.8810 -0.05 0.92 -0.27
Na -0.7270 -0.7497 -3.6392 1.22 -0.21 0.43
Li 0.1699 4.8192 -4.6360 0.00 -0.11 0.38
Cs 4.5687 2.1714 -3.1819 4.42 6.83 -7.44
C 10.9452 4.6089 -5.2579 0.44 -0.03 0.13
F 11.2092 4.9641 -3.9887 -0.19 0.01 -0.02
F 11.6648 5.4247 -6.0455 -0.19 0.02 -0.06
F 11.4442 3.3708 -5.4244 -0.19 -0.01 -0.04
S 9.1424 4.6888 -5.6406 -1.03 0.25 -0.44
O 8.7878 6.0718 -5.4084 0.33 0.05 0.20
O 8.5427 3.7555 -4.7034 0.12 -0.25 0.29
O 9.0515 4.2786 -7.0252 0.36 -0.16 0.03
C 0.0216 -3.4837 8.1404 -0.61 0.50 0.62
F -0.7033 -3.6618 7.0277 0.27 -0.15 -0.12
F 0.0573 -2.1664 8.3865 0.16 -0.07 -0.16
F -0.6553 -4.0466 9.1519 0.13 -0.15 -0.12
S 1.7060 -4.1919 7.9674 -0.35 -0.14 -0.45
O 2.2856 -3.4693 6.8682 0.09 0.30 0.08
O 1.4854 -5.5928 7.7388 -0.04 -0.07 0.26
N 2.2218 -3.7954 9.4098 0.45 -0.40 -0.59
S 3.7125 -4.2139 9.7560 0.67 -0.13 0.29
O 4.7443 -3.4932 9.0651 -0.21 0.27 -0.08
O 3.9474 -5.6198 9.9297 -0.34 -0.07 0.07
C 3.7312 -3.5284 11.4588 -0.50 0.48 0.71
F 2.7899 -4.0902 12.2334 0.08 -0.14 -0.15
F 3.4983 -2.2074 11.4681 0.11 -0.07 -0.18
F 4.9103 -3.7291 12.0571 0.07 -0.15 -0.29
```
Forces are in eV/Å.

Calculated total energy (eV): -200511.433
Charge: -1
Molecular weight (g mol⁻¹): 1531.30
ΔE to the lowest compared entry with this formula, charge and spin (kcal/mol): 0.0

What is the calculated total energy in the first record? -364757.985 eV